No. 1
70
Properties=species:S:1:pos:R:3:mulliken_charge:R:1 method="wB97M-V/def2-TZVPD" energy_ev=-89283.989 charge=-2
Bi -0.3853 0.4730 0.1895 1.23
N -3.2656 0.6305 -3.4941 -0.47
C -2.1532 0.7380 -2.6935 0.65
S -2.1984 1.9733 -1.4751 -0.58
N -1.2053 -0.1044 -2.9736 -1.37
N -0.1104 -0.0638 -2.1155 0.99
C 0.9297 -0.6416 -2.5969 -0.88
C 2.2627 -0.6668 -2.0420 0.99
C 3.2195 -1.4351 -2.7189 -0.61
C 4.5444 -1.4547 -2.3454 -0.83
C 4.9366 -0.6617 -1.2591 -0.50
C 4.0269 0.1135 -0.5826 -0.81
C 2.6523 0.1338 -0.9367 0.04
O 1.8347 0.8707 -0.2613 0.25
H -3.9397 1.3703 -3.4611 0.20
H -3.2008 0.0368 -4.3024 0.24
H 0.7950 -1.1126 -3.5712 0.24
H 2.8852 -2.0355 -3.5594 0.34
H 5.2611 -2.0731 -2.8695 0.36
H 5.9722 -0.6660 -0.9359 0.39
H 4.3180 0.7125 0.2722 0.36
C 2.7655 2.9952 2.5025 -2.02
C 1.5392 3.3959 1.7356 1.70
N 0.3468 3.2612 2.1683 -0.38
N 0.2221 2.8008 3.4341 -0.18
C -0.9087 2.1225 3.7920 0.20
N -0.6558 1.3361 4.8943 -0.60
S -2.3599 2.1637 3.0050 -0.34
C 1.6658 3.9075 0.3448 0.03
C 2.7420 4.7119 -0.0270 -0.64
C 2.8149 5.1601 -1.3342 -0.51
C 1.8185 4.7937 -2.2239 -0.73
C 0.7752 4.0059 -1.7545 -0.11
N 0.7006 3.5697 -0.5046 0.06
H 2.6885 1.9399 2.7837 0.24
H 3.6619 3.1075 1.8973 0.47
H 2.8807 3.5820 3.4198 0.36
H 1.0572 2.4437 3.8806 0.39
H 0.2164 0.8115 4.8149 0.30
H -1.4414 0.7361 5.0946 0.30
H 3.4948 4.9904 0.6988 0.41
H 3.6401 5.7860 -1.6535 0.39
H 1.8418 5.1092 -3.2587 0.39
H -0.0447 3.7064 -2.3988 0.31
O 3.2833 -3.3895 4.0535 -0.67
C 2.6254 -2.6428 3.3601 0.38
C 2.0744 -2.9533 1.9792 -0.01
O 2.2211 -3.9989 1.3728 -0.72
C 1.3264 -1.7580 1.5679 0.76
C 1.4237 -0.7617 2.5677 -0.13
O 0.8810 0.3789 2.4781 0.35
C 2.1700 -1.2519 3.7138 -0.19
O 2.3567 -0.6439 4.7671 -0.77
O 0.6511 -1.6097 0.4971 -0.62
O -3.6698 -0.3999 0.9392 -0.64
C -3.1337 -1.1898 0.1737 0.33
O -1.9257 -1.2083 -0.2385 -0.42
C -3.9651 -2.3396 -0.3793 0.08
C -5.3407 -2.1848 -0.5112 -0.54
C -6.1190 -3.2117 -1.0155 -0.48
C -5.4922 -4.3989 -1.3580 0.16
C -4.1263 -4.5873 -1.2281 -0.50
C -3.3611 -3.5377 -0.7459 -0.23
N -6.3133 -5.5040 -1.8832 1.00
O -5.7624 -6.5555 -2.1499 -0.63
O -7.5077 -5.3119 -2.0313 -0.64
H -5.7817 -1.2465 -0.2023 0.45
H -7.1868 -3.1125 -1.1395 0.44
H -3.6827 -5.5307 -1.5087 0.46
H -2.2860 -3.6244 -0.6574 0.55

No. 2
62
Properties=species:S:1:pos:R:3:mulliken_charge:R:1 method="wB97M-V/def2-TZVPD" energy_ev=-86067.767 charge=-1
Cl -3.5303 1.5080 2.0543 1.64
O -4.3822 2.6370 2.0788 -0.66
O -2.1883 1.9154 1.8028 -0.64
O -3.5684 0.8305 3.3275 -0.68
O -3.9492 0.6364 1.0411 -0.65
C 3.3981 -5.0348 6.7827 -0.51
O 3.6092 -3.7673 6.1092 -0.34
P 2.3446 -3.0611 5.3972 0.99
O 2.5899 -1.8334 4.5794 -0.66
O 1.5501 -4.2415 4.5789 -0.27
C 0.2995 -4.7649 5.0940 -0.55
O 1.3371 -2.6955 6.7067 -0.31
C 1.8292 -2.2145 7.9005 -0.68
H 3.6909 -4.9681 7.8306 0.28
H 4.0271 -5.7835 6.3012 0.28
H 2.4011 -5.4581 6.6605 0.18
H -0.4404 -3.9655 5.1340 0.30
H 0.3774 -5.2666 6.0585 0.26
H -0.1049 -5.4367 4.3369 0.23
H 1.3457 -1.2510 8.0619 0.24
H 2.9190 -2.2327 7.9119 0.33
H 1.5101 -2.9011 8.6847 0.25
C -0.2170 -3.1503 -2.2953 -0.69
O 0.4277 -2.5930 -3.4081 -0.26
P 1.1293 -1.1266 -3.3951 1.02
O 1.6967 -0.6973 -2.0772 -0.68
O 2.2431 -1.1434 -4.6269 -0.28
C 2.9769 -2.2701 -4.9693 -0.64
O 0.0390 -0.0881 -3.9729 -0.29
C -0.7590 -0.4556 -5.0649 -0.65
H -1.2916 -3.0943 -2.4691 0.25
H 0.0345 -2.5767 -1.4032 0.36
H 0.0280 -4.1941 -2.0990 0.23
H 3.9249 -2.3179 -4.4335 0.26
H 3.0724 -2.2891 -6.0550 0.25
H 2.4413 -3.1918 -4.7420 0.28
H -1.7875 -0.3462 -4.7209 0.28
H -0.5602 -1.4520 -5.4596 0.30
H -0.6276 0.2134 -5.9154 0.26
C -0.9512 6.4791 -2.7175 -0.72
O 0.3249 7.0525 -2.8773 -0.26
P 1.6477 6.1517 -3.0957 1.02
O 2.0011 5.2049 -1.9869 -0.66
O 1.4766 5.5112 -4.5786 -0.30
C 0.9040 6.1948 -5.6823 -0.78
O 2.7680 7.3123 -3.3029 -0.34
C 2.6292 8.3974 -4.1575 -0.54
H -1.1980 6.2709 -1.6764 0.29
H -1.1419 5.6007 -3.3340 0.32
H -1.6313 7.2456 -3.0892 0.27
H 1.6382 6.3530 -6.4723 0.30
H 0.2609 7.0472 -5.4634 0.35
H 0.1571 5.5638 -6.1639 0.30
H 3.4317 9.0808 -3.8801 0.28
H 1.6777 8.9042 -3.9964 0.27
H 2.7886 8.1664 -5.2108 0.22
C -7.0647 -4.6638 2.6522 -0.45
O -8.2799 -5.4324 2.5214 -0.51
H -6.9345 -4.3668 3.6928 0.22
H -6.1923 -5.1770 2.2476 0.20
H -7.2361 -3.7310 2.1149 0.24
H -8.9115 -5.0431 3.1306 0.30

No. 3
6
Properties=species:S:1:pos:R:3:mulliken_charge:R:1 method="wB97M-V/def2-TZVPD" energy_ev=-27401.826 charge=0
C 4.9188 0.4826 2.1998 0.13
O 5.2665 -0.0489 1.2167 -0.34
I 4.1249 -0.4996 3.9305 0.10
I 0.1235 -0.1094 -1.4973 -0.10
I 4.6559 2.5611 2.2278 0.11
H 1.0570 1.3464 -1.2728 0.10

The following lowest unoccupied orbital energy values (in eV) correspond, in order, to the records above: 3.369 2.088 -0.946.
The following gap between HOMO and LUMO values (in eV) correspond, in order, to the records above: 5.57 7.26 8.90.
The following E_HOMO values (in eV) correspond, in order, to the records above: -2.20 -5.17 -9.85.